57
Properties=species:S:1:pos:R:3:lowdin_charge:R:1 method="wB97M-V/def2-TZVPD" charge=+1 homo_ev=-11.74 e_tot_ev=-110992.963 spin_multiplicity=1 smiles=C#CCCC[C@H]1C[C@](CCCF)([C@@H](C)F)[N@H+](N)[C@H](C[C@H]2CO2)[C@H]1P(O)Br
C -1.97 3.87 4.60 0.057
C -1.22 3.33 3.66 -0.112
C -0.27 2.50 2.61 -0.190
C -0.61 3.00 1.08 -0.171
C -1.40 1.86 0.23 -0.197
C -0.73 1.51 -1.20 -0.290
C 0.85 1.23 -1.19 -0.080
C 1.29 -0.29 -0.71 -0.258
C 1.08 -0.28 0.89 -0.118
C 1.96 -1.33 1.73 -0.137
C 3.00 -0.56 2.74 -0.138
F 2.33 0.46 3.54 -0.110
C 2.86 -0.37 -1.17 -0.242
C 3.83 0.67 -0.40 -0.038
F 3.42 -1.71 -1.13 -0.066
N 0.45 -1.37 -1.41 -0.081
N 0.90 -1.68 -2.69 0.118
C -1.03 -1.12 -1.35 -0.261
C -1.88 -2.30 -2.08 -0.078
C -1.63 -3.75 -1.15 -0.193
C -2.52 -3.80 0.29 0.002
O -2.85 -4.67 -1.03 -0.174
C -1.45 0.29 -2.02 -0.402
P -3.33 0.61 -2.12 0.664
O -3.49 2.33 -2.37 -0.372
Br -4.37 -0.01 -0.16 0.286
H -2.55 4.00 5.60 0.060
H 0.85 2.79 2.81 0.116
H -0.48 1.38 2.77 0.097
H -1.34 3.90 1.24 0.118
H 0.30 3.44 0.54 0.106
H -2.44 2.33 -0.01 0.077
H -1.67 0.92 0.87 0.085
H -0.89 2.45 -1.86 0.154
H 1.44 2.01 -0.59 0.118
H 1.23 1.33 -2.30 0.138
H 1.38 0.79 1.24 0.112
H -0.02 -0.41 1.22 0.110
H 2.47 -2.17 1.14 0.118
H 1.23 -1.88 2.47 0.126
H 3.95 -0.19 2.21 0.107
H 3.37 -1.36 3.52 0.135
H 2.88 -0.05 -2.30 0.144
H 4.83 0.14 -0.14 0.114
H 4.09 1.53 -1.14 0.108
H 3.37 1.18 0.52 0.075
H 0.62 -2.23 -0.83 0.195
H 0.74 -2.66 -2.95 0.135
H 0.58 -1.01 -3.41 0.128
H -1.44 -1.09 -0.26 0.139
H -1.53 -2.54 -3.15 0.117
H -3.02 -2.20 -1.96 0.097
H -0.51 -4.23 -1.14 0.151
H -2.35 -4.70 0.98 0.117
H -3.36 -3.01 0.42 0.089
H -1.06 0.39 -3.12 0.135
H -3.90 2.75 -1.57 0.060